130
Properties=species:S:1:pos:R:3:forces:R:3 method="wB97M-V/def2-TZVPD" total_charge=0 total_energy_ev=-195688.5386 homo_ev=-7.966 orbital_gap_ev=7.39
S -4.1968 0.6011 1.7019 -1.984 0.404 1.098
S -0.9504 0.9185 5.3826 -0.683 -1.513 0.389
S 2.6908 -5.4898 -0.2171 2.221 2.119 1.671
S 5.1115 -1.3681 0.4698 0.965 0.094 0.210
S -0.9303 -3.0557 2.1128 -0.667 -2.199 1.554
S -5.1093 -2.4023 -2.7904 -1.601 -0.632 2.072
S 3.8422 4.9216 1.5802 -1.875 -1.714 0.955
S -0.4443 -4.7703 -4.4470 -0.894 -1.210 2.657
S 3.1219 0.3517 4.5708 -1.561 0.830 -0.626
S 0.5328 0.0080 -0.6545 -0.200 -1.383 2.045
S -2.0920 5.0676 0.6824 -0.608 -1.757 -0.351
S 5.2331 2.8897 -3.4155 0.584 -0.296 0.196
S -2.3514 1.4907 -3.8551 0.465 1.250 1.319
O 6.1035 -0.5677 1.3209 -0.984 -0.961 -1.512
O -4.3730 1.6206 2.8208 0.673 -0.434 -1.010
O 1.1744 -0.7850 0.5100 -0.308 1.342 -1.797
O -2.7223 1.7147 -2.4005 -0.144 -0.407 -1.264
O -1.2348 -5.5660 -3.3605 1.375 1.205 -2.172
O -0.8889 -4.2919 1.2303 0.272 0.991 0.231
O 3.5915 4.6733 3.0660 0.911 0.348 -1.418
O 5.8597 2.3767 -2.1105 -1.692 1.146 -1.827
O -5.7299 -2.2264 -1.3848 1.131 -0.056 -1.869
O 4.1478 -5.0207 0.1028 -2.315 -1.075 -0.881
O 2.0295 -0.5364 5.0837 0.266 0.125 -0.067
O -1.7299 -0.3066 5.8835 0.718 1.807 -0.784
O -0.8691 4.2322 0.9813 -0.624 0.615 0.001
C -0.5434 1.9520 -3.8952 -1.042 0.340 -1.083
C 4.5900 3.3849 0.8412 -0.346 0.550 0.080
C -5.1750 1.2470 0.2722 1.021 -0.721 -0.597
C -2.6506 -3.1791 2.7921 0.923 0.657 -0.164
C 3.2581 0.0623 2.7553 -0.192 0.151 0.646
C 1.7953 -3.8659 -0.2402 0.021 0.379 -0.136
C -3.3368 4.6748 1.9669 1.062 0.024 0.371
C -6.3823 -3.2586 -3.7687 0.457 -0.201 -0.133
C 0.4293 1.7759 -0.1686 -0.091 -0.942 -0.076
C 4.9387 4.6994 -3.2925 0.981 -0.448 0.831
C -0.0618 -3.5943 3.7114 -0.206 0.545 -0.643
C -2.0453 2.4229 5.5208 -0.045 -0.201 -0.699
C 4.4847 -0.2346 -0.8533 0.405 -0.302 -0.276
C -3.0966 2.9320 -4.7752 0.859 0.564 -0.377
C -5.4512 -0.6576 2.1883 -0.566 -0.079 -0.255
C 6.0370 -2.6530 -0.5920 -0.284 1.650 0.467
C -0.1158 -3.1810 -3.5597 0.619 -0.489 -0.563
C 2.0723 4.6937 0.9716 1.184 0.782 -0.123
C -3.8824 -3.7724 -2.6889 0.085 0.841 -0.002
C -0.9034 0.7416 3.5426 -1.099 0.852 -0.256
C 1.2965 -5.4267 -4.3825 -0.239 1.010 0.651
C 2.0086 -6.0286 1.3610 -0.465 -0.346 0.241
C 2.3631 2.0718 4.3909 0.662 0.266 -0.605
C -1.2460 -0.3819 -0.3756 0.328 0.311 0.071
C 3.4860 2.3438 -3.5701 -1.193 -0.874 0.696
C -2.9472 4.0609 -0.6308 -0.015 0.067 -0.040
H 2.0084 4.5315 -0.1044 0.076 -0.011 -0.038
H -5.7630 -3.6977 -4.5508 -0.435 -0.240 -0.313
H -5.3123 -0.9991 3.2141 0.602 0.042 -0.152
H 2.2325 -5.2882 2.1289 -0.288 0.319 -0.314
H 1.6424 -5.2355 -3.3667 -0.194 -0.370 0.224
H -0.4578 -4.5350 4.0939 -0.129 -0.152 -0.577
H -1.5108 3.3553 5.3391 0.541 -0.231 -0.342
H -0.2986 2.2523 -0.8254 -0.032 0.045 0.110
H 3.8794 2.5673 0.7199 -0.159 0.049 0.570
H 2.7859 2.9038 4.9539 0.335 -0.565 0.654
H 4.2202 0.5248 2.5352 0.130 -0.471 -0.401
H -6.4454 -0.2109 2.1783 0.151 0.612 -0.008
H 1.8231 -3.2776 0.6770 0.446 -0.626 0.489
H 0.0820 1.1157 -3.5829 -0.279 -0.077 -0.090
H 4.6269 5.1826 -4.2186 -0.598 -0.447 0.117
H -2.8414 2.3400 4.7809 -0.212 -0.088 0.157
H -0.1494 -2.8845 4.5340 -0.051 0.480 -0.321
H -5.7836 0.4145 -0.0808 -0.709 0.350 0.350
H -6.8922 -4.0209 -3.1797 0.429 -0.091 0.197
H -4.1195 2.7571 -5.1089 -0.061 -0.273 0.748
H 1.3608 -6.4917 -4.6056 -0.331 0.238 -0.178
H -2.6102 3.2588 -5.6943 0.605 -0.883 -0.294
H 2.6104 2.4040 3.3827 -0.306 -0.173 -0.142
H 2.7017 2.8536 -4.1297 0.811 1.131 -0.425
H 0.5761 -3.4560 -2.7636 -0.099 0.269 0.058
H 0.0922 1.7860 0.8679 0.008 0.208 -0.084
H -1.9214 0.6473 3.1647 -0.314 -0.176 0.442
H 3.3865 1.3517 -4.0105 0.857 -0.248 0.076
H 1.6291 5.6604 1.2108 -0.191 -0.173 -0.016
H 3.5157 -0.5287 -1.2566 -0.130 -0.446 0.390
H 0.9870 -3.6887 3.4301 -0.062 -0.027 0.079
H 6.5055 -3.3303 0.1221 -0.452 -0.156 -0.159
H 2.3492 -6.9674 1.7979 0.556 -0.184 -0.787
H 5.2933 -3.0909 -1.2577 0.061 -0.322 0.384
H -1.3311 -0.6141 0.6860 0.196 0.640 0.180
H 2.9941 2.2403 -2.6029 0.477 0.075 0.528
H -0.3471 -0.0903 3.1107 0.487 -0.003 0.792
H -3.9911 4.2989 -0.8353 0.030 0.690 0.151
H -5.6178 2.2103 0.5254 -0.403 -0.455 0.297
H -2.4375 2.5685 6.5273 0.022 -0.762 0.039
H -2.9587 3.8553 -4.2127 -0.522 -0.295 0.742
H 5.1654 -0.1865 -1.7033 0.266 0.182 0.240
H 3.1815 -1.0134 2.5968 0.704 -0.037 0.206
H 4.9592 3.5724 -0.1671 0.210 0.328 0.084
H 1.4038 2.2518 -0.2784 -0.014 -0.215 0.044
H 0.3357 -2.4748 -4.2565 0.160 0.022 0.029
H -3.2354 -3.7123 -3.5640 -0.106 0.013 -0.057
H 2.3600 -3.2245 -0.9168 0.073 -0.293 -0.407
H 4.3700 0.7549 -0.4107 0.255 -0.158 0.104
H 0.9474 -6.1717 1.1573 -0.219 0.431 0.324
H -4.1685 5.3781 1.9245 -0.179 -0.391 -0.288
H -2.8595 4.8011 2.9387 0.277 0.412 -0.045
H -2.6887 -4.0718 3.4164 -0.153 0.043 -0.238
H 1.2859 2.0891 4.5565 0.201 -0.553 -0.062
H -0.5983 1.6822 3.0841 0.492 0.146 0.190
H -4.1903 -4.8099 -2.5589 -0.494 0.284 0.104
H 2.4769 0.4442 2.0980 -0.252 0.449 0.505
H 4.3804 4.8934 -2.3767 -0.448 0.197 -0.345
H -0.4316 2.2054 -4.9494 0.600 -0.261 -0.130
H -3.5279 3.6017 1.9568 -0.610 0.115 -0.333
H -0.2916 2.8510 -3.3326 -0.471 -0.072 0.290
H -3.0010 3.0010 -0.3821 0.536 0.119 0.570
H -5.5664 -1.4880 1.4916 0.634 -0.118 -0.110
H 1.5645 3.9091 1.5325 0.393 0.050 0.061
H -7.1719 -2.6354 -4.1886 0.446 0.440 0.085
H 0.7333 -3.8575 -0.4858 0.064 -0.654 -0.268
H -1.5861 -1.3184 -0.8177 0.348 0.151 -0.678
H -2.3888 4.1031 -1.5659 0.100 0.299 0.172
H -3.3050 -3.4337 -1.8287 0.140 -0.282 0.076
H -1.8208 0.4861 -0.6984 -0.267 -0.322 0.033
H 6.8170 -2.1724 -1.1825 -0.030 0.266 0.088
H -4.5419 1.3935 -0.6029 0.528 0.224 0.189
H -2.8695 -2.2816 3.3706 -0.020 -0.012 0.145
H -1.0183 -2.7341 -3.1427 -0.142 -0.452 -0.199
H 5.9326 5.1086 -3.1115 0.179 -0.155 0.094
H 5.4188 3.1153 1.4957 -0.079 -0.095 -0.067
H -3.2887 -3.2238 1.9095 -0.021 -0.175 0.123
H 1.9655 -4.8136 -4.9863 -0.228 -0.152 -0.504

44
Properties=species:S:1:pos:R:3:forces:R:3 method="wB97M-V/def2-TZVPD" total_charge=+4 total_energy_ev=-33116.1451 homo_ev=-22.192 orbital_gap_ev=3.80
Hf 0.7006 -0.5193 0.0093 -1.036 15.243 8.309
O 1.3171 2.9370 0.3814 -2.303 -5.046 -0.061
O -1.5363 1.0506 -1.9453 4.105 -2.404 2.907
N 2.6111 0.3629 2.4034 -1.324 -0.485 -1.157
N -2.7609 0.5578 2.0347 0.740 0.207 -2.666
N -1.6337 0.8031 1.2701 -2.812 0.322 1.826
N -0.9349 -0.3114 1.4199 0.383 -0.769 0.172
N -3.9016 1.3355 1.9230 1.934 -0.543 0.137
N -2.8114 -0.6643 2.5234 1.400 0.236 0.351
N -2.9840 -1.4344 -3.4292 0.100 -0.022 1.403
N 2.7740 1.9282 -2.3554 -1.449 -0.623 0.385
C 2.3755 -1.3663 -1.1864 1.895 -0.950 -0.840
C -4.4510 -1.7179 -1.2961 -0.443 -0.041 0.348
C 2.0557 3.3978 -4.3414 -0.050 0.454 -0.076
C 0.9037 1.8585 0.3327 2.838 5.777 0.245
C 2.9364 0.7643 3.4336 0.134 -0.403 -0.898
C 3.4773 1.2341 4.6660 -0.172 0.153 0.455
C 0.0045 -1.9340 -1.3841 -0.028 -2.734 -2.649
C 2.2853 2.5633 -3.1958 1.084 -0.517 0.546
C -0.7077 0.5358 -1.3230 -5.876 3.651 -4.552
C 1.2222 -2.4524 0.6846 0.926 -3.486 0.327
C 2.3984 -1.8679 0.1313 1.722 -2.559 -0.145
C -1.6175 -1.1676 2.2005 -1.874 0.160 0.336
C 1.1892 -1.3231 -1.9290 0.598 -2.197 -2.153
C -3.6009 -1.5570 -2.4544 0.634 0.167 -1.341
C 0.0377 -2.5580 -0.1075 -0.242 -2.982 -0.240
H 1.2129 -0.7317 -2.8508 -0.367 -0.439 -0.114
H -4.6047 0.9793 2.5541 -0.374 -0.122 0.385
H 3.2697 -0.8813 -1.5708 0.082 0.056 -0.155
H -1.2954 -2.1335 2.5314 0.087 -0.326 0.086
H 1.8513 2.7597 -5.2050 0.029 0.272 -0.049
H 2.7685 0.9707 5.4695 0.419 0.293 -0.093
H 1.2485 4.1242 -4.1647 0.339 -0.191 -0.192
H -5.0038 -0.7924 -1.1029 -0.002 -0.191 -0.091
H 3.3032 -1.7632 0.7371 -0.160 -0.120 -0.044
H -0.9019 -1.8729 -1.9758 -0.483 -0.357 -0.321
H -0.8493 -3.0782 0.2887 0.411 0.246 -0.315
H 1.2513 -2.7821 1.7279 -0.062 -0.180 -0.244
H -3.8646 -1.9757 -0.4054 -0.133 -0.065 -0.135
H -3.6514 2.3055 2.0812 -0.233 0.363 -0.069
H 4.4318 0.7146 4.8075 -0.039 0.235 0.194
H 3.0325 3.9079 -4.4484 -0.503 0.064 -0.345
H 3.6125 2.3209 4.5619 0.084 -0.271 0.370
H -5.1597 -2.5272 -1.5021 0.022 0.123 0.169

17
Properties=species:S:1:pos:R:3:forces:R:3 method="wB97M-V/def2-TZVPD" total_charge=0 total_energy_ev=-7864.1407 smiles="CC(N)=O.CC" homo_ev=-9.797 orbital_gap_ev=10.65
O -1.4818 -0.3655 0.9825 0.029 0.068 0.021
N 0.3383 -0.4918 2.2591 -0.112 -1.054 -0.980
C 0.1843 2.3364 -1.3408 0.034 1.225 0.370
C 0.1226 0.8714 -1.6868 0.359 -0.587 1.134
C -0.2375 -2.3088 0.6371 1.477 -1.211 -0.466
C -0.4835 -1.0011 1.2869 -1.481 0.932 0.142
H 0.1405 3.0403 -2.1698 -0.423 -0.143 -0.256
H -0.6111 2.5663 -0.6261 -0.166 0.072 -0.278
H 0.5084 0.3858 -0.7776 0.107 -0.331 -0.479
H -0.8943 0.4932 -1.7473 -0.150 0.190 -0.315
H -1.0793 -2.7479 0.1175 -0.585 0.450 0.336
H 0.6937 0.5348 -2.5486 0.100 0.197 -0.041
H 0.1436 -3.0611 1.3331 0.065 0.098 0.022
H 1.0783 2.6753 -0.7998 0.189 -0.615 -0.171
H 1.1691 -0.9944 2.5340 -0.245 0.453 0.363
H -0.0936 0.2946 2.7179 0.633 0.015 0.280
H 0.5026 -2.2273 -0.1712 0.170 0.241 0.317

44
Properties=species:S:1:pos:R:3:forces:R:3 method="wB97M-V/def2-TZVPD" total_charge=+2 total_energy_ev=-67466.9092 homo_ev="-14.500 / -14.402" orbital_gap_ev="4.83 / 5.20"
Bi 0.0112 0.0456 -1.1516 0.010 0.246 0.480
I 0.0427 -2.6008 0.2726 -0.017 0.204 -0.278
I -0.0214 2.8439 -0.0411 0.009 -0.674 -0.215
Cl 0.0015 -0.1112 -3.6820 0.006 0.023 0.794
P -2.6443 -0.0025 -0.3265 -1.119 0.016 -0.857
P 2.6566 0.0168 -0.3339 1.106 -0.065 -0.859
N -0.0277 -0.0180 2.4722 -0.173 0.054 1.352
C 3.2852 -1.4742 -1.1766 -0.080 -0.125 0.146
C -3.2657 -1.4951 -1.1700 0.077 -0.145 0.171
C -3.4436 0.0664 1.3185 0.395 -0.021 0.308
C -1.2280 0.2491 4.5329 -0.206 0.054 0.300
C 3.4436 0.0756 1.3138 -0.402 0.107 0.306
C -0.0188 0.0125 6.6151 0.521 -0.151 0.147
C 1.2014 -0.1460 4.5190 0.609 -0.255 0.909
C 1.1959 -0.1606 5.9119 0.038 0.006 -1.306
C -0.0176 0.0216 3.8186 -0.147 0.225 -0.771
C -1.2138 0.2124 5.9144 -0.986 0.200 -0.809
C 3.2792 1.4334 -1.2946 -0.041 0.168 0.153
C -3.2806 1.4093 -1.2881 0.050 0.146 0.146
H -0.0155 -0.0152 7.7090 -0.039 0.028 -0.440
H 2.1152 -0.2545 3.9151 -0.391 -0.019 0.612
H -3.1582 0.9940 1.8321 -0.119 -0.076 -0.208
H 4.3435 1.3031 -1.5430 -0.327 0.035 0.114
H -3.1133 -0.7843 1.9310 -0.156 0.078 -0.220
H 3.1232 -2.3496 -0.5344 0.120 0.224 -0.165
H 3.1939 -0.8272 1.8843 0.101 0.041 -0.227
H -4.3463 1.2754 -1.5283 0.327 0.024 0.111
H -4.3338 -1.3948 -1.4161 0.328 0.019 0.122
H 2.7166 -1.6391 -2.1009 0.184 0.079 0.097
H -2.6934 -1.6579 -2.0923 -0.172 0.083 0.097
H 2.6946 1.5276 -2.2198 0.213 -0.073 0.108
H -2.1655 0.3360 6.4380 0.452 -0.011 -0.032
H -2.7036 1.5026 -2.2178 -0.205 -0.068 0.103
H -2.1305 0.4126 3.9303 0.256 -0.081 0.601
H 0.6947 -0.4981 1.9620 0.357 -0.025 -0.086
H 2.1334 -0.3120 6.4292 -0.095 0.057 0.138
H 4.5409 0.1502 1.2343 -0.399 -0.022 -0.184
H -4.5418 0.0370 1.2339 0.372 -0.009 -0.177
H -3.1048 -2.3701 -0.5278 -0.108 0.200 -0.151
H -3.1279 2.3353 -0.7181 -0.124 -0.232 -0.151
H 3.1274 2.3572 -0.7205 0.126 -0.230 -0.149
H 3.0625 0.9449 1.8661 0.170 -0.079 -0.180
H 4.3543 -1.3703 -1.4175 -0.330 0.018 0.114
H -0.8869 0.1120 1.9643 -0.193 0.025 0.035

30
Properties=species:S:1:pos:R:3:forces:R:3 method="wB97M-V/def2-TZVPD" total_charge=-1 total_energy_ev=-50860.1019 homo_ev=-4.659 orbital_gap_ev=6.18
S 0.6720 0.3513 2.2965 -1.184 -0.470 1.330
S 1.5974 1.9480 0.1589 0.086 0.344 -0.888
O -3.1206 2.0274 2.8250 -0.327 0.076 -0.720
O -0.6058 -2.5600 1.5314 0.324 0.789 -1.649
O 0.2316 -2.6470 -0.5041 -0.862 0.451 1.299
O -3.7403 2.7316 0.6835 0.628 -0.259 1.420
O -1.1347 0.4867 -3.7565 -0.677 1.040 0.903
O -2.1940 2.3456 -3.3194 0.520 -1.450 1.169
N -0.4004 -2.0609 0.4065 0.397 -0.794 -0.397
N -3.3363 2.5082 -0.6064 2.102 -1.925 0.798
N -1.6819 1.2741 -2.9470 0.326 -0.253 -1.068
N -2.9712 1.9280 1.6221 1.221 -0.979 -2.065
N 2.3065 -0.6166 0.3797 -0.099 0.638 0.517
C -0.9560 -0.2949 -1.2122 -0.314 0.654 0.204
C -2.1239 1.1604 0.8314 -1.702 2.079 0.968
C -1.6721 0.8574 -1.5587 0.347 -0.062 -0.214
C -2.3464 1.5697 -0.4976 -1.727 1.392 -1.473
C 2.8029 -1.6609 1.2683 -0.363 -0.185 -0.158
C 3.0456 -0.5096 -0.8758 -0.390 0.011 0.069
C -1.3697 0.0263 1.2317 0.672 -1.104 1.186
C -0.9233 -0.7477 0.1105 -0.386 -0.554 0.154
C 1.6004 0.4536 0.8739 1.149 0.289 -0.988
H -1.7283 -0.4687 2.1567 0.420 0.216 -0.827
H 3.8929 -1.6067 1.3124 0.075 0.096 0.080
H 4.0947 -0.2402 -0.6814 -0.182 0.033 -0.092
H 2.3797 -1.5317 2.2631 0.039 -0.057 -0.122
H 2.5310 -2.6482 0.8858 -0.064 0.045 -0.009
H -0.4321 -0.8470 -1.9876 -0.281 0.033 0.203
H 3.0063 -1.4814 -1.3848 0.030 0.131 0.175
H 2.5759 0.2534 -1.5056 0.222 -0.225 0.195

18
Properties=species:S:1:pos:R:3:forces:R:3 method="wB97M-V/def2-TZVPD" total_charge=0 total_energy_ev=-10833.0057 smiles="CC[C@@]12CN=NN=C1C2" homo_ev=-9.052 orbital_gap_ev=9.07
N 1.1002 -1.6802 0.8799 0.818 -1.215 -2.312
N 0.1554 -0.3643 2.3938 -3.692 2.146 -0.446
N 1.2504 -1.0437 1.9041 0.552 0.252 0.148
C -1.8131 0.3771 0.7765 -2.087 0.304 -0.190
C -0.5267 -0.1238 0.0743 -0.307 1.406 -1.286
C -0.5839 0.2081 1.4736 3.453 -0.929 2.011
C -0.1737 -1.5524 0.0560 0.370 0.071 -0.234
C 1.5169 0.9993 -1.0899 -1.030 0.838 -1.414
C -0.0311 0.8129 -1.0881 0.755 -0.332 2.494
H -0.4527 1.7866 -0.7421 -0.170 -0.542 -1.521
H -0.0219 -1.7390 -1.0619 0.219 -1.067 1.857
H 1.8603 1.8548 -0.4808 -0.039 -1.082 0.383
H -0.3402 0.2855 -2.0047 -0.350 1.019 0.075
H -2.2334 1.3243 0.3751 0.908 -0.499 0.516
H 1.8373 1.2914 -2.0921 -0.268 0.242 -0.243
H -2.6421 -0.2902 1.0049 0.142 -0.144 0.155
H -0.8703 -2.1839 0.6432 -0.106 0.057 -1.007
H 1.9686 0.0376 -1.0218 0.832 -0.526 1.015